# C12H44N2O11

A 9-piece molecular cluster, C12H44N2O11 overall at a distorted geometry (ωB97M-V/def2-TZVPD, OMol25).

```
69
Properties=species:S:1:pos:R:3
C -2.9660 -4.8920 1.7744
C -2.9782 -3.4752 1.2054
C -2.1604 -3.3528 -0.0589
O -0.8506 -3.7637 0.1620
C -0.1468 -3.9047 -1.0440
N -4.3468 -2.9987 0.8845
H -3.8283 -5.1102 2.4045
H -2.0863 -5.0602 2.4036
H -2.8796 -5.6387 0.9777
H -2.5916 -2.7883 1.9640
H -2.2443 -2.3051 -0.3829
H -2.6621 -3.9542 -0.8411
H 0.9175 -3.9568 -0.8310
H -0.2552 -3.0125 -1.6873
H -0.5033 -4.7669 -1.6187
H -4.6517 -3.5480 0.0794
H -4.9832 -3.2851 1.6217
C 1.2829 4.1441 1.6033
C 1.2193 3.5413 0.2207
C 2.5975 3.1036 -0.2973
O 2.4194 2.7319 -1.6603
C 3.6326 2.4570 -2.3301
N 0.3244 2.3805 0.1749
H 0.3497 4.6518 1.8477
H 2.0508 4.9203 1.6474
H 1.4523 3.3819 2.3634
H 0.8933 4.2455 -0.5510
H 3.0374 2.2852 0.2870
H 3.2790 3.9665 -0.2260
H 4.3542 3.2748 -2.2386
H 3.4076 2.3678 -3.3957
H 4.0893 1.5148 -2.0063
H 0.6810 1.6322 0.7641
H 0.2625 2.0316 -0.7709
O -3.6292 -0.1979 1.3836
H -3.2392 0.1548 0.5700
H -4.0635 -1.0292 1.1224
O -1.3948 -0.4409 3.4177
H -1.0982 -1.1405 4.0068
H -0.8612 -0.5257 2.6147
O -1.9535 2.8229 2.1342
H -2.0278 3.7731 2.0098
H -1.2337 2.5559 1.5384
O -2.5600 0.8097 -1.0783
H -2.8939 1.7119 -1.1108
H -1.7361 0.8213 -1.5867
O -0.1465 -0.5677 0.8830
H -0.5400 -0.0881 0.1458
H 0.7204 -0.8613 0.5599
C 2.7853 -1.2645 1.8972
C 3.7788 -2.4050 1.9287
O 3.2990 -3.5869 1.3052
O 2.6452 -0.6493 0.6084
H 3.1404 -0.5111 2.6127
H 1.8090 -1.5793 2.2646
H 4.0583 -2.5839 2.9725
H 4.6940 -2.0694 1.4207
H 3.9086 -3.8186 0.6012
H 3.4768 -0.1982 0.4388
C -0.3225 1.6236 -3.8010
C -0.2884 3.1354 -3.8784
O -1.3935 3.7730 -3.2481
O 0.0950 1.1359 -2.5314
H 0.3212 1.2528 -4.6091
H -1.3372 1.2632 -3.9691
H -0.3004 3.4646 -4.9162
H 0.6527 3.4811 -3.4241
H -1.4852 3.4593 -2.3425
H 1.0038 1.4613 -2.3861
```

As for the lowest unoccupied orbital energy: 0.0 eV. Its largest force on an atom is 0.0297 Eh/bohr. As for the SMILES: COC[C@H](C)N.COC[C@H](C)N.OCCO.OCCO.O.O.O.O.O. The value obtained for the total energy is -1420.6806 a.u.